Here is an isolated molecule of C5H9NO3 from the Open Molecules 2025 dataset. Energies are from ωB97M-V with the def2-TZVPD basis set.

Properties
ΔE to the lowest compared entry with this formula, charge and spin	597.7	kJ/mol
E_LUMO (spin up / spin down)	0.145 / 0.146	eV
gap between HOMO and LUMO (spin up / spin down)	8.1 / 8.1	eV

The geometry in ORCA input format:
```
! wB97M-V def2-TZVPD RIJCOSX def2/J DEFGRID3
* xyz 0 1
C 0.768 -0.103 0.586
C -0.235 -0.582 -0.772
C -1.355 1.893 -0.128
C 1.014 -1.481 -0.148
C -1.257 0.502 0.401
O 2.264 -1.312 -0.846
O 1.599 0.918 0.269
N -2.069 -0.028 1.181
O 0.752 -2.572 0.391
H 2.791 -2.078 -0.576
H 2.365 0.494 -0.176
H 0.499 -0.226 1.628
H -1.860 -0.981 1.473
H -0.032 0.116 -1.575
H -1.060 -1.263 -0.925
H -1.841 1.877 -1.105
H -1.970 2.480 0.551
H -0.371 2.345 -0.228
*
```

Here is an isolated molecule of C5H8O from the Open Molecules 2025 dataset. Energies are from ωB97M-V with the def2-TZVPD basis set.

Properties
ΔE to the lowest compared entry with this formula, charge and spin	140.3	kJ/mol
E_LUMO	0.970	eV
gap between HOMO and LUMO	10.4	eV

The geometry in ORCA input format:
```
! wB97M-V def2-TZVPD RIJCOSX def2/J DEFGRID3
* xyz 0 1
C 0.486 -1.090 -1.665
C 0.474 -0.603 -0.248
C -0.864 -0.400 0.498
C -0.796 1.089 0.714
C 0.172 1.543 1.506
O 1.517 -0.282 0.274
H 1.346 -0.631 -2.158
H 0.631 -2.174 -1.643
H -0.438 -0.862 -2.201
H -0.823 -0.957 1.442
H -1.729 -0.756 -0.074
H -1.250 1.721 -0.048
H 0.662 0.877 2.210
H 0.610 2.526 1.392
*
```

Here is a structure of composition C23H42BF6N8S3SbTi from the Open Molecules 2025 dataset. Energies are from ωB97M-V with the def2-TZVPD basis set.

Properties
ΔE to the lowest compared entry with this formula, charge and spin	83.8	kJ/mol
E_LUMO (spin up / spin down)	-3.160 / -2.809	eV
gap between HOMO and LUMO (spin up / spin down)	7.0 / 7.4	eV

The geometry in ORCA input format:
```
! wB97M-V def2-TZVPD RIJCOSX def2/J DEFGRID3
* xyz 1 2
Ti -0.620 -1.458 -0.313
C 6.355 0.670 0.841
C 5.102 0.180 0.103
C 5.208 0.457 -1.397
C 4.978 -1.322 0.352
N 3.913 0.965 0.610
C 4.036 2.328 0.878
C 2.820 2.798 1.176
N 1.925 1.747 1.083
B 0.407 2.015 1.260
N -0.253 2.560 -0.025
C -0.988 3.734 0.016
C -1.488 3.951 -1.210
N -1.068 2.900 -2.019
C -0.308 2.061 -1.276
S 0.506 0.632 -1.762
C -1.439 2.748 -3.473
C -2.128 1.396 -3.700
C -2.409 3.860 -3.863
C -0.169 2.873 -4.311
N -0.287 0.765 1.935
C 0.050 0.473 3.226
C -0.919 -0.312 3.744
N -1.857 -0.525 2.757
C -1.427 0.130 1.630
S -2.274 0.286 0.143
C -3.241 -1.072 3.052
C -3.611 -2.197 2.088
C -3.262 -1.630 4.473
C -4.241 0.081 2.961
C 2.601 0.628 0.729
S 1.902 -0.918 0.509
H 7.186 0.007 0.598
H 6.207 0.649 1.923
H 6.653 1.675 0.543
H 6.058 -0.087 -1.814
H 5.350 1.523 -1.591
H 4.298 0.129 -1.906
H 5.956 -1.766 0.158
H 4.255 -1.784 -0.314
H 4.697 -1.540 1.383
H 4.975 2.847 0.844
H 2.512 3.790 1.465
H 0.315 2.905 2.066
H -1.087 4.315 0.918
H -2.101 4.759 -1.563
H -2.814 1.169 -2.881
H -1.407 0.589 -3.781
H -2.707 1.438 -4.624
H -3.330 3.819 -3.276
H -2.675 3.716 -4.909
H -1.962 4.852 -3.771
H 0.558 2.112 -4.034
H 0.284 3.860 -4.187
H -0.425 2.739 -5.365
H 0.952 0.854 3.680
H -1.001 -0.733 4.728
H -3.092 -3.126 2.343
H -3.409 -1.925 1.057
H -4.684 -2.386 2.165
H -2.498 -2.397 4.628
H -4.233 -2.101 4.625
H -3.150 -0.848 5.228
H -4.408 0.390 1.931
H -3.889 0.941 3.538
H -5.192 -0.245 3.383
N -0.221 -2.786 1.362
C 0.863 -3.764 1.038
C 0.704 -4.195 -0.408
N 0.570 -2.985 -1.268
H -0.053 -2.368 2.271
H -1.102 -3.297 1.425
H 0.837 -4.626 1.700
H 1.811 -3.258 1.174
H -0.208 -4.777 -0.527
H 1.541 -4.821 -0.706
H 0.125 -3.249 -2.146
H 1.478 -2.594 -1.501
F -1.479 -1.444 -2.302
Sb -3.042 -2.624 -2.354
F -4.100 -1.361 -1.498
F -3.466 -1.935 -4.016
F -4.277 -3.951 -1.982
F -1.843 -3.877 -3.063
F -2.144 -3.034 -0.603
*
```

Here is an isolated molecule of C6H12O2 from the Open Molecules 2025 dataset. Energies are from ωB97M-V with the def2-TZVPD basis set.

Properties
ΔE to the lowest compared entry with this formula, charge and spin	390.7	kJ/mol
E_LUMO	0.902	eV
gap between HOMO and LUMO	10.3	eV

The geometry in ORCA input format:
```
! wB97M-V def2-TZVPD RIJCOSX def2/J DEFGRID3
* xyz 0 1
C 0.427 -0.886 -0.540
C -1.523 0.319 0.596
C 1.418 -0.915 0.628
C -1.197 1.296 1.727
C -0.466 0.330 -0.479
C -0.313 1.353 -1.304
O 1.101 -0.858 -1.784
O 1.733 -2.123 -1.998
H 2.002 -2.052 -2.922
H -0.193 -1.796 -0.507
H -2.481 0.604 0.154
H -1.630 -0.687 1.006
H 2.097 -1.754 0.499
H 1.993 0.008 0.645
H 0.888 -1.031 1.569
H 0.453 1.360 -2.057
H -0.959 2.214 -1.255
H -1.110 2.307 1.339
H -0.257 1.033 2.205
H -1.983 1.278 2.478
*
```

Here is a structure of composition C14H19F16N2O6S2 from the Open Molecules 2025 dataset. Energies are from ωB97M-V with the def2-TZVPD basis set.

Properties
E_LUMO	1.901	eV
gap between HOMO and LUMO	7.9	eV

The geometry in ORCA input format:
```
! wB97M-V def2-TZVPD RIJCOSX def2/J DEFGRID3
* xyz -1 1
N 0.572 0.008 2.836
C 1.078 0.742 1.645
C -0.013 0.962 0.543
C -0.869 2.258 0.698
C -1.687 2.351 2.033
S -3.470 1.978 1.847
O -4.171 2.923 2.783
O -3.970 2.220 0.468
N -3.699 0.425 2.460
S -3.981 -0.691 1.250
O -5.209 -0.470 0.435
O -2.809 -0.930 0.346
H -0.322 -0.426 2.614
H 0.430 0.668 3.596
H 1.579 1.699 1.899
H 1.863 0.086 1.197
H 0.534 1.057 -0.432
H -0.657 0.057 0.427
H -0.266 3.188 0.611
H -1.590 2.276 -0.155
H -1.303 1.712 2.852
H -1.608 3.400 2.400
H -4.173 -1.888 1.930
C -3.173 -2.787 -2.988
C -4.395 -2.089 -3.637
C -5.683 -2.002 -2.814
F -6.186 -3.211 -2.500
F -6.651 -1.362 -3.523
F -4.630 -2.661 -4.846
F -4.010 -0.809 -3.893
O -2.888 -4.158 -3.343
C -3.495 -5.221 -2.667
C -4.384 -6.062 -3.589
F -5.362 -5.333 -4.149
F -4.981 -7.055 -2.887
F -4.133 -4.786 -1.577
F -2.490 -6.008 -2.222
H -2.307 -2.248 -3.373
H -3.140 -2.636 -1.908
H -5.519 -1.440 -1.887
H -3.794 -6.507 -4.393
C 6.161 1.002 1.644
C 4.936 1.325 0.753
C 5.211 1.794 -0.680
F 5.906 2.940 -0.739
F 4.039 2.025 -1.318
F 4.146 2.205 1.406
F 4.222 0.171 0.657
O 6.608 1.989 2.592
C 7.506 2.995 2.216
C 6.894 4.395 2.335
F 5.798 4.528 1.571
F 7.783 5.329 1.923
F 8.015 2.745 1.002
F 8.542 2.914 3.076
H 5.833 0.180 2.282
H 6.993 0.596 1.068
H 5.753 1.028 -1.242
H 6.613 4.607 3.368
*
```

Here is a cluster of 10 separate species, C18H32Cl18N3O4S2 in total from the Open Molecules 2025 dataset. Energies are from ωB97M-V with the def2-TZVPD basis set.

Properties
E_LUMO	-3.520	eV
gap between HOMO and LUMO	8.5	eV

The geometry in ORCA input format:
```
! wB97M-V def2-TZVPD RIJCOSX def2/J DEFGRID3
* xyz 1 1
C -2.920 -4.215 2.945
C -3.358 -3.902 1.434
C -3.110 -5.228 0.618
O -3.176 -5.084 -0.820
C -2.295 -4.135 -1.301
O -2.694 -3.406 -2.193
C -0.820 -3.931 -0.810
S -0.338 -2.147 -1.097
C 0.777 -1.632 0.251
N 1.126 -0.356 0.618
N 1.961 -0.277 1.697
C 2.148 -1.588 2.012
N 1.460 -2.473 1.136
O -4.763 -3.535 1.517
C -5.062 -2.477 0.625
O -5.370 -2.766 -0.514
C -5.060 -0.954 1.043
S -3.406 -0.283 1.520
H -3.382 -5.160 3.332
H -3.166 -3.296 3.535
H -1.789 -4.324 2.904
H -2.733 -3.023 1.117
H -3.949 -5.937 0.899
H -2.166 -5.750 0.975
H -0.119 -4.530 -1.470
H -0.622 -4.239 0.251
H 0.814 0.523 0.163
H 2.770 -1.988 2.847
H 1.448 -3.495 1.143
H -5.392 -0.382 0.126
H -5.826 -0.785 1.860
H -2.415 -0.972 0.864
C -1.749 3.353 1.197
Cl -0.595 2.003 1.205
Cl -2.778 3.298 -0.232
H -2.372 3.284 2.086
H -1.202 4.292 1.202
C -2.379 0.656 -2.861
Cl -3.282 2.127 -3.205
Cl -0.635 0.981 -2.778
H -2.713 0.255 -1.906
H -2.563 -0.068 -3.651
C 1.999 5.674 1.984
Cl 1.890 4.988 0.358
Cl 0.407 5.769 2.745
H 2.644 5.043 2.590
H 2.417 6.675 1.918
C -7.780 0.121 -2.564
Cl -8.693 1.597 -2.891
Cl -6.041 0.446 -2.488
H -8.104 -0.290 -1.611
H -7.969 -0.595 -3.358
C 5.638 4.675 -1.571
Cl 5.431 6.415 -1.346
Cl 5.301 3.790 -0.077
H 4.953 4.336 -2.344
H 6.664 4.478 -1.873
C -6.946 -4.635 -2.735
Cl -7.402 -6.341 -2.651
Cl -8.322 -3.584 -2.371
H -6.157 -4.444 -2.012
H -6.591 -4.414 -3.738
C 5.562 -0.687 1.566
Cl 5.533 -0.293 3.287
Cl 5.765 -2.423 1.311
H 4.623 -0.372 1.117
H 6.391 -0.159 1.096
C 9.661 0.813 1.794
Cl 8.290 0.932 0.680
Cl 9.273 -0.206 3.183
H 10.507 0.381 1.265
H 9.914 1.809 2.147
C 8.428 8.402 -2.391
Cl 9.525 7.029 -2.194
Cl 9.196 9.911 -1.886
H 8.147 8.482 -3.438
H 7.542 8.236 -1.783
*
```

Here is the ion C5H8N with charge +1 from the Open Molecules 2025 dataset. Energies are from ωB97M-V with the def2-TZVPD basis set.

Properties
ΔE to the lowest compared entry with this formula, charge and spin	420.1	kJ/mol
E_LUMO (spin up / spin down)	-3.787 / -6.183	eV
gap between HOMO and LUMO (spin up / spin down)	5.6 / 8.9	eV

The geometry in ORCA input format:
```
! wB97M-V def2-TZVPD RIJCOSX def2/J DEFGRID3
* xyz 1 3
C 1.755 0.776 0.503
C 0.745 -0.193 0.036
C -0.164 -1.294 0.424
C 2.087 0.023 -0.515
C -0.605 -0.207 -0.552
N -1.626 0.753 -0.029
H 1.984 1.531 1.216
H 0.008 -2.283 0.027
H -0.609 -1.303 1.409
H 2.791 -0.291 -1.245
H -0.777 -0.447 -1.592
H -2.578 0.404 -0.199
H -1.524 1.677 -0.469
H -1.486 0.855 0.986
*
```

Here is a cluster of 2 separate species, C2H6NS in total from the Open Molecules 2025 dataset. Energies are from ωB97M-V with the def2-TZVPD basis set.

Properties
ΔE to the lowest compared entry with this formula, charge and spin	91.6	kJ/mol
E_LUMO	2.775	eV
gap between HOMO and LUMO	5.0	eV

The geometry in ORCA input format:
```
! wB97M-V def2-TZVPD RIJCOSX def2/J DEFGRID3
* xyz -1 1
S 3.389 1.019 5.794
H 3.254 0.905 4.435
C -1.366 0.826 -1.015
C -0.697 -0.128 -1.674
N -0.224 -1.337 -1.168
H -1.288 0.846 0.064
H -1.744 1.590 -1.678
H -0.539 -0.093 -2.749
H -0.309 -2.094 -1.800
H -0.476 -1.534 -0.209
*
```

Here is a cluster of 3 separate species, C18H43N3O2P in total from the Open Molecules 2025 dataset. Energies are from ωB97M-V with the def2-TZVPD basis set.

Properties
E_LUMO	2.855	eV
gap between HOMO and LUMO	7.3	eV

The geometry in ORCA input format:
```
! wB97M-V def2-TZVPD RIJCOSX def2/J DEFGRID3
* xyz -1 1
C 6.058 -0.649 1.257
C 5.775 -1.309 -0.097
P 5.135 -3.044 -0.220
C 5.820 -3.763 1.343
N 3.460 -2.831 -0.002
C 2.795 -2.240 1.158
C 1.432 -2.892 1.386
C 2.569 -0.689 1.060
O 2.582 -0.181 -0.068
O 2.371 -0.151 2.175
H 6.806 -1.211 1.827
H 5.162 -0.541 1.868
H 6.455 0.361 1.106
H 5.031 -0.715 -0.642
H 6.699 -1.309 -0.697
H 5.381 -3.374 2.261
H 5.684 -4.851 1.311
H 6.900 -3.562 1.370
H 2.934 -3.600 -0.393
H 3.401 -2.383 2.058
H 1.100 -2.734 2.414
H 1.476 -3.973 1.197
H 0.681 -2.458 0.718
C -1.229 -2.331 -1.987
C -1.481 -1.429 -3.185
N -1.811 -0.067 -2.803
C -2.328 0.733 -3.893
C -1.403 1.017 -5.084
C -0.830 0.581 -1.936
C 0.628 0.648 -2.381
H -2.062 -2.274 -1.284
H -1.123 -3.366 -2.317
H -0.314 -2.060 -1.460
H -2.332 -1.812 -3.759
H -0.605 -1.487 -3.852
H -2.663 1.685 -3.469
H -3.227 0.229 -4.267
H -0.598 1.701 -4.819
H -1.976 1.470 -5.897
H -0.951 0.100 -5.466
H -0.852 0.069 -0.972
H -1.197 1.592 -1.737
H 1.001 -0.326 -2.701
H 1.248 0.926 -1.530
H 0.803 1.364 -3.188
C -5.064 3.644 3.206
C -4.571 2.371 2.534
N -3.659 2.630 1.438
C -3.431 1.477 0.581
C -2.757 0.246 1.193
C -2.476 3.410 1.778
C -1.575 2.897 2.907
H -5.462 4.337 2.462
H -5.854 3.407 3.920
H -4.268 4.152 3.753
H -5.426 1.836 2.110
H -4.148 1.706 3.305
H -2.842 1.814 -0.274
H -4.403 1.177 0.176
H -1.702 0.413 1.405
H -2.816 -0.585 0.488
H -3.248 -0.065 2.117
H -2.803 4.424 2.029
H -1.887 3.505 0.862
H -2.153 2.656 3.802
H -0.856 3.671 3.180
H -1.007 2.013 2.624
*
```

Here is a cluster of 2 separate species, C23H27F3N2O5S3 in total from the Open Molecules 2025 dataset. Energies are from ωB97M-V with the def2-TZVPD basis set.

Properties
E_LUMO	-0.185	eV
gap between HOMO and LUMO	6.2	eV

The geometry in ORCA input format:
```
! wB97M-V def2-TZVPD RIJCOSX def2/J DEFGRID3
* xyz 0 1
C 4.041 0.701 2.488
C 3.440 0.351 3.852
C 2.100 -0.411 3.795
C 1.706 -1.090 2.494
N 0.692 -2.000 2.580
C -0.196 -1.928 3.730
C -1.231 -3.038 3.734
O -1.669 -3.388 2.419
C -0.602 -3.934 1.644
C 0.614 -3.015 1.532
C 2.398 -0.878 1.320
C 3.779 -0.340 1.376
H 3.617 1.665 2.175
H 5.125 0.865 2.585
H 4.167 -0.210 4.466
H 3.284 1.286 4.406
H 2.199 -1.176 4.583
H 1.291 0.267 4.127
H 0.351 -2.013 4.684
H -0.719 -0.954 3.733
H -0.789 -3.913 4.250
H -2.144 -2.713 4.251
H -0.263 -4.892 2.074
H -1.024 -4.094 0.645
H 0.540 -2.518 0.553
H 1.529 -3.647 1.528
H 2.086 -1.308 0.369
H 4.054 0.076 0.400
H 4.462 -1.192 1.561
F -2.097 -0.555 -5.305
C -1.359 0.190 -4.440
F -0.371 0.825 -5.129
F -2.154 1.138 -3.872
S -0.639 -0.942 -3.176
N -0.392 0.136 -1.885
S 1.295 0.667 -1.619
C 1.274 2.285 -2.331
C 1.990 2.577 -3.492
C 1.967 3.890 -3.975
C 1.286 4.891 -3.263
C 0.644 4.589 -2.055
C 0.667 3.285 -1.565
O 1.373 0.957 -0.209
O 2.185 -0.283 -2.247
S -1.489 -0.148 -0.500
C -3.115 -0.032 -1.180
C -3.829 1.157 -1.004
C -5.162 1.198 -1.410
C -5.762 0.071 -1.968
C -5.031 -1.106 -2.136
C -3.709 -1.179 -1.709
O -1.290 -1.509 -0.069
O -1.295 0.953 0.397
H 2.546 1.775 -3.988
H 2.478 4.123 -4.913
H 1.267 5.914 -3.649
H 0.115 5.361 -1.493
H 0.228 3.038 -0.596
H -3.324 2.023 -0.576
H -5.714 2.131 -1.304
H -6.810 0.098 -2.272
H -5.474 -1.976 -2.616
H -3.135 -2.100 -1.807
*
```

Here is a cluster of 2 separate species, C4H13NO2S in total from the Open Molecules 2025 dataset. Energies are from ωB97M-V with the def2-TZVPD basis set.

Properties
ΔE to the lowest compared entry with this formula, charge and spin	180.3	kJ/mol
E_LUMO	0.625	eV
gap between HOMO and LUMO	9.9	eV

The geometry in ORCA input format:
```
! wB97M-V def2-TZVPD RIJCOSX def2/J DEFGRID3
* xyz 0 1
C -1.009 0.510 -0.460
N -0.373 -0.049 0.764
C -1.134 -0.301 1.980
O -0.454 -0.998 3.039
C -0.198 0.382 -1.776
C 0.745 1.629 -1.972
S 2.447 1.402 -1.387
H -1.331 1.623 -0.426
H -2.017 -0.052 -0.627
H 0.499 0.564 0.945
H -1.368 0.626 2.669
H -2.080 -1.014 1.768
H 0.151 -1.667 2.533
H 0.489 -0.519 -1.569
H -0.712 0.077 -2.630
H 0.902 1.889 -3.030
H 0.338 2.552 -1.445
H 2.273 1.070 -0.123
H 0.285 -2.708 0.146
H 1.617 -2.189 0.718
O 0.931 -2.827 0.883
*
```

Here is an isolated molecule of C6H6FN5 from the Open Molecules 2025 dataset. Energies are from ωB97M-V with the def2-TZVPD basis set.

Properties
E_LUMO (spin up / spin down)	0.146 / -3.936	eV
gap between HOMO and LUMO (spin up / spin down)	5.4 / 4.7	eV

The geometry in ORCA input format:
```
! wB97M-V def2-TZVPD RIJCOSX def2/J DEFGRID3
* xyz 0 3
C 0.698 -2.355 0.174
C 1.296 -2.323 1.374
C 0.613 -0.341 0.638
C -1.004 0.836 -2.107
C -2.135 1.263 -1.205
C -0.269 1.780 -0.262
N 0.239 -1.147 -0.256
N 0.097 1.263 -1.567
N -1.728 1.852 -0.179
N 1.258 -0.949 1.663
N 0.397 1.040 0.817
F 0.224 3.086 -0.216
H 0.340 -3.137 -0.326
H 1.605 -3.189 1.970
H -1.086 0.205 -2.956
H -3.174 1.010 -1.396
H 1.485 -0.519 2.557
H 1.144 1.625 1.278
*
```

In order of appearance, strongest force on any atom = 0.056 0.015 0.050 0.017 0.082 0.083 0.165 0.031 0.013 0.051 0.091 0.123 Eh/bohr.
In order of appearance, molecular weight = 131.13 84.12 821.27 116.16 679.42 1056.76 82.13 76.14 364.53 564.67 139.22 167.15 g/mol.